Molecular formula: C39H66N7O5S4
Method: DFT, wB97M-V/def2-TZVPD

## Properties
ΔE to the lowest compared entry with this formula, charge and spin	136.82	kJ/mol
largest force on an atom	2.1	eV/A
total charge	-1
orbital gap	7.924	eV
molecular weight	841.269	g/mol
LUMO	1.9	eV

Last column: Mulliken charge in e.
Geometry (Å):
C: 0.57 1.28 0.33  0.216
C: -0.09 -0.08 0.56  3.392
C: 1.01 -1.13 0.72  -1.052
O: -0.94 -0.08 1.67  0.047
H: 1.39 1.19 -0.39  -0.304
H: 1.06 1.62 1.24  -0.429
H: -0.13 2.03 -0.05  -0.232
H: -0.62 -0.25 -0.40  -1.660
H: 0.88 -2.16 0.37  -0.280
H: 1.43 -1.11 1.73  0.058
H: 1.85 -0.84 0.07  0.134
C: 0.08 -7.27 -2.29  -0.998
S: -0.39 -6.98 -0.55  0.565
O: 0.01 -8.23 0.20  -0.639
C: 0.90 -5.70 -0.26  -0.667
H: 1.14 -7.55 -2.32  0.320
H: -0.03 -6.44 -2.98  0.312
H: -0.40 -8.17 -2.67  0.347
H: 1.84 -6.01 -0.71  0.530
H: 1.12 -5.53 0.79  0.327
H: 0.58 -4.75 -0.70  0.012
C: 3.32 2.47 2.77  -0.394
S: 4.08 3.83 3.73  0.453
O: 2.93 4.60 4.28  -0.624
C: 4.65 2.81 5.10  -0.757
H: 4.09 1.77 2.46  0.383
H: 2.83 2.86 1.88  0.281
H: 2.55 1.98 3.37  -0.125
H: 3.86 2.26 5.62  0.055
H: 5.08 3.46 5.86  0.391
H: 5.44 2.16 4.71  0.319
C: 1.24 3.48 -3.27  -0.553
S: 0.02 4.64 -3.94  0.484
O: 0.85 5.65 -4.66  -0.697
C: -0.38 5.42 -2.33  -0.794
H: 0.78 2.94 -2.44  -0.176
H: 2.18 3.92 -2.93  0.466
H: 1.60 2.89 -4.11  0.377
H: -0.01 4.87 -1.47  0.110
H: -1.45 5.62 -2.23  0.252
H: 0.22 6.33 -2.28  0.472
C: -3.41 -2.86 -2.96  -0.841
S: -1.61 -3.05 -3.18  0.362
O: -1.24 -1.81 -3.96  -0.834
C: -1.11 -2.94 -1.41  -0.443
H: -3.76 -3.47 -2.12  0.379
H: -3.87 -3.06 -3.92  0.456
H: -3.59 -1.85 -2.61  0.052
H: -0.03 -2.78 -1.41  0.233
H: -1.29 -3.92 -0.98  0.469
H: -1.61 -2.08 -0.98  -0.229
N: 6.93 0.09 -1.63  0.041
C: 6.26 -1.01 -1.12  -0.799
C: 4.96 -0.61 -0.87  -0.401
C: 4.77 0.67 -1.38  -0.025
C: 6.02 1.09 -1.81  -0.927
H: 7.90 0.21 -1.83  0.173
H: 6.80 -1.91 -0.87  0.398
H: 4.23 -1.24 -0.39  0.417
H: 3.94 1.35 -1.40  0.712
H: 6.37 2.02 -2.24  0.411
N: -2.89 3.00 -1.41  0.788
C: -3.53 3.75 -2.36  -0.840
C: -3.03 3.38 -3.60  -0.511
C: -2.21 2.28 -3.43  -1.283
C: -2.15 2.05 -2.06  -0.690
H: -2.90 3.07 -0.41  0.180
H: -4.20 4.58 -2.19  0.426
H: -3.16 3.95 -4.50  0.435
H: -1.70 1.78 -4.23  0.524
H: -1.55 1.35 -1.49  0.918
N: 1.11 -0.64 -4.58  0.411
C: 1.79 -0.84 -5.73  -0.514
C: 3.01 -0.20 -5.67  -0.976
C: 3.00 0.47 -4.42  -0.237
C: 1.85 0.15 -3.75  -0.527
H: 0.18 -1.06 -4.41  0.282
H: 1.38 -1.40 -6.55  0.394
H: 3.84 -0.17 -6.35  0.415
H: 3.84 1.07 -4.11  0.434
H: 1.49 0.58 -2.82  0.563
N: 0.12 0.51 4.36  0.628
C: 1.18 -0.30 4.66  -0.528
C: 1.89 0.28 5.71  -0.979
C: 1.15 1.42 6.12  -0.354
C: 0.04 1.48 5.30  -0.704
H: -0.46 0.42 3.52  -0.070
H: 1.29 -1.19 4.06  0.472
H: 2.83 -0.04 6.12  0.438
H: 1.45 2.13 6.87  0.419
H: -0.76 2.21 5.28  0.429
N: -1.25 -2.77 2.81  0.502
C: -1.17 -3.11 4.12  -0.369
C: -1.39 -4.48 4.25  -0.956
C: -1.49 -4.94 2.91  -0.432
C: -1.49 -3.88 2.02  -0.490
H: -1.04 -1.82 2.51  0.139
H: -0.96 -2.31 4.81  0.469
H: -1.46 -5.03 5.17  0.440
H: -1.48 -5.98 2.63  0.407
H: -1.47 -3.78 0.95  0.326
N: -3.95 -0.84 0.91  0.599
C: -4.98 -1.59 1.39  -0.583
C: -6.03 -1.59 0.49  -0.819
C: -5.56 -0.85 -0.60  -0.567
C: -4.30 -0.39 -0.33  -0.759
H: -3.11 -0.61 1.44  -0.067
H: -4.90 -2.12 2.32  0.492
H: -6.94 -2.16 0.54  0.427
H: -6.02 -0.62 -1.56  0.472
H: -3.61 0.20 -0.91  0.650
N: -2.72 2.39 1.74  0.612
C: -2.05 3.59 1.74  -0.587
C: -3.01 4.57 1.89  -0.763
C: -4.25 3.96 2.07  -0.680
C: -4.04 2.58 2.02  -0.455
H: -2.27 1.50 1.53  -0.240
H: -0.98 3.55 1.74  0.507
H: -2.77 5.62 1.92  0.456
H: -5.22 4.42 2.17  0.435
H: -4.74 1.77 2.01  0.372

***

Molecular formula: C39H68BrN2O14PS6
Method: DFT, wB97M-V/def2-TZVPD

## Properties
largest force on an atom	4.7	eV/A
total charge	0
orbital gap	8.506	eV
SMILES string	NC[C@@H](O)C[C@@]1(C(=O)[O-])[C@H](C[C@@H]2CO2)[C@@H](Br)C[N@@+]1(CCc1ccccc1)[PH2]=S.O=S1(=O)CCCC1.O=S1(=O)CCCC1.O=S1(=O)CCCC1.O=S1(=O)CCCC1.O=S1(=O)CCCC1
molecular weight	1092.253	g/mol
LUMO	0.3	eV

Last column: Mulliken charge in e.
Geometry (Å):
N: -1.72 2.13 2.85  -0.325
C: -1.19 0.90 3.43  -1.108
C: -1.91 -0.37 2.91  0.057
O: -3.27 -0.34 3.31  -0.602
C: -1.64 -0.60 1.39  -1.929
C: -2.85 -0.56 0.41  1.842
C: -3.55 0.82 0.55  -0.466
O: -4.67 0.84 1.15  -0.818
O: -3.00 1.82 0.11  -0.661
C: -2.11 -0.51 -1.00  -0.647
C: -2.83 0.17 -2.21  -1.810
C: -1.90 1.38 -2.61  0.304
C: -2.51 2.34 -3.70  -0.628
O: -1.42 1.37 -3.93  -0.518
C: -1.94 -2.03 -1.46  -0.717
Br: -0.16 -2.64 -1.91  -0.105
C: -2.67 -2.77 -0.31  -1.131
N: -3.68 -1.79 0.21  1.140
C: -5.00 -1.61 -0.52  -0.749
C: -5.36 -2.69 -1.57  -0.417
C: -6.86 -2.58 -1.82  -0.343
C: -7.77 -3.36 -1.12  -0.041
C: -9.12 -3.18 -1.37  -0.725
C: -9.51 -2.24 -2.29  -0.350
C: -8.62 -1.46 -2.99  -0.727
C: -7.27 -1.63 -2.75  -0.387
P: -4.23 -2.63 1.74  0.120
S: -4.75 -4.47 1.51  -0.222
H: -2.63 2.38 3.23  0.194
H: -1.13 2.93 3.08  0.240
H: -1.32 0.94 4.52  0.366
H: -0.13 0.85 3.14  0.068
H: -1.43 -1.18 3.48  0.626
H: -3.64 0.54 3.31  0.441
H: -1.01 -1.49 1.30  0.290
H: -0.98 0.21 1.06  0.838
H: -1.08 -0.16 -1.01  1.386
H: -3.80 0.63 -2.00  0.371
H: -2.79 -0.40 -3.15  0.507
H: -1.30 1.83 -1.82  0.644
H: -3.50 1.90 -3.68  0.037
H: -2.19 3.24 -3.18  0.250
H: -2.54 -2.32 -2.32  0.456
H: -2.08 -3.12 0.54  0.774
H: -3.01 -3.72 -0.73  0.656
H: -5.79 -1.64 0.24  0.781
H: -5.11 -0.64 -1.01  0.173
H: -5.08 -3.71 -1.31  0.554
H: -4.86 -2.42 -2.52  0.150
H: -7.36 -4.05 -0.39  0.432
H: -9.82 -3.79 -0.79  0.394
H: -10.58 -2.08 -2.47  0.332
H: -8.92 -0.69 -3.70  0.414
H: -6.51 -1.02 -3.25  0.392
H: -3.08 -2.59 2.55  0.072
H: -5.19 -1.84 2.40  0.124
O: 2.70 4.36 3.71  -0.673
S: 2.79 2.97 4.05  1.218
O: 1.92 2.37 5.03  -0.670
C: 2.70 2.01 2.54  -0.647
C: 4.15 1.90 2.08  -0.806
C: 4.96 1.60 3.34  0.259
C: 4.49 2.57 4.43  -0.679
H: 2.06 2.52 1.82  0.524
H: 2.29 1.03 2.79  0.253
H: 4.27 1.12 1.33  0.430
H: 4.48 2.84 1.64  0.301
H: 4.78 0.57 3.66  0.446
H: 6.03 1.70 3.17  -0.670
H: 4.54 2.12 5.42  0.404
H: 5.07 3.50 4.42  0.311
O: -4.80 -8.09 -0.57  -0.664
S: -3.45 -8.26 -0.07  1.224
O: -2.35 -7.51 -0.61  -0.673
C: -3.48 -8.06 1.70  -0.388
C: -3.75 -9.47 2.23  -0.704
C: -2.88 -10.41 1.40  -0.648
C: -3.05 -10.01 -0.07  -0.652
H: -4.24 -7.34 1.98  0.163
H: -2.50 -7.71 2.01  0.348
H: -3.53 -9.54 3.30  0.376
H: -4.81 -9.72 2.09  0.315
H: -1.83 -10.28 1.69  0.294
H: -3.14 -11.45 1.55  0.331
H: -2.14 -10.16 -0.65  0.328
H: -3.87 -10.54 -0.54  0.351
O: -4.36 4.37 -5.23  -0.668
S: -5.41 3.91 -4.36  1.195
O: -5.65 2.50 -4.11  -0.647
C: -5.28 4.76 -2.79  -0.638
C: -6.10 6.03 -2.98  -0.687
C: -7.38 5.59 -3.72  -0.641
C: -6.95 4.68 -4.87  -0.704
H: -4.23 4.95 -2.57  0.397
H: -5.71 4.12 -2.03  0.398
H: -6.33 6.50 -2.03  0.360
H: -5.55 6.74 -3.60  0.317
H: -8.02 5.04 -3.03  0.306
H: -7.95 6.45 -4.08  0.327
H: -7.69 3.90 -5.07  0.339
H: -6.76 5.24 -5.78  0.352
O: 7.84 3.51 1.35  -0.634
S: 8.41 3.54 2.67  1.168
O: 7.71 4.12 3.79  -0.674
C: 8.92 1.88 3.10  -0.829
C: 10.36 1.79 2.58  -0.231
C: 11.03 3.11 2.96  -0.769
C: 10.06 4.24 2.58  -0.737
H: 8.25 1.16 2.65  0.499
H: 8.89 1.79 4.19  0.390
H: 10.88 0.93 3.01  0.468
H: 10.35 1.67 1.50  -0.254
H: 11.21 3.13 4.03  0.409
H: 11.98 3.23 2.46  0.378
H: 10.13 5.08 3.26  0.414
H: 10.22 4.57 1.55  0.340
O: 11.70 0.46 -1.05  -0.678
S: 11.40 1.87 -1.12  1.117
O: 11.90 2.80 -0.14  -0.621
C: 11.79 2.46 -2.76  -0.722
C: 10.51 2.24 -3.56  -0.618
C: 9.36 2.68 -2.64  -0.837
C: 9.61 2.06 -1.26  0.029
H: 12.65 1.92 -3.15  0.415
H: 12.02 3.53 -2.68  0.338
H: 10.52 2.80 -4.49  0.377
H: 10.40 1.18 -3.80  0.292
H: 9.35 3.77 -2.56  0.307
H: 8.39 2.38 -3.03  0.370
H: 9.26 2.71 -0.46  -0.123
H: 9.16 1.08 -1.17  0.417

***

Molecular formula: C39H69Br4F3N3O8
Method: DFT, wB97M-V/def2-TZVPD

## Properties
largest force on an atom	7.9	eV/A
total charge	+1
orbital gap	5.783	eV
molecular weight	1084.604	g/mol
LUMO	-2.5	eV

Last column: Mulliken charge in e.
Geometry (Å):
C: 6.33 -3.88 1.95  -0.505
C: 6.46 -3.21 0.45  0.404
O: 7.61 -2.71 -0.01  -0.599
N: 5.24 -3.22 -0.48  -0.259
C: 4.26 -2.20 0.11  -0.504
C: 3.56 -1.45 -1.19  -0.742
C: 2.32 -2.37 -1.82  0.487
C: 1.58 -1.46 -2.97  -1.555
C: -0.09 -1.41 -2.82  1.913
C: -0.57 -0.39 -4.05  -1.159
Br: 0.75 0.42 -5.38  -0.144
C: -2.00 -0.02 -4.30  0.144
C: -2.40 1.02 -5.55  -0.965
Br: -3.52 -0.72 -3.20  -0.101
C: -0.42 -0.70 -1.41  -1.166
N: -1.18 -1.46 -0.38  1.533
O: -2.29 -0.71 -0.07  -0.517
C: -0.45 -1.62 0.98  -0.935
C: -0.18 -0.14 1.71  -0.818
C: -1.00 0.01 3.15  0.451
C: -0.17 -0.93 4.24  -1.169
C: -0.94 1.63 3.55  -0.521
C: -2.51 2.15 3.61  -0.301
C: -2.72 3.71 3.13  -0.739
C: -2.55 4.13 1.68  0.714
C: -3.75 4.09 0.56  -1.021
C: -1.08 4.69 1.21  -1.008
C: -1.69 -2.83 -0.74  -1.124
C: -0.85 -3.63 -1.89  0.772
C: -1.81 -4.92 -2.34  -0.474
C: -0.94 -6.04 -3.16  -0.598
C: -0.48 -7.34 -2.29  0.265
F: -0.03 -8.38 -3.29  -0.309
Br: -2.02 -8.23 -1.30  -0.044
C: 0.83 -7.09 -1.32  0.537
F: 1.59 -8.39 -1.31  -0.254
F: 1.78 -6.07 -1.83  -0.250
Br: 0.30 -6.79 0.62  -0.076
N: -0.76 -2.73 -3.10  -0.156
H: 7.16 -3.35 2.61  0.039
H: 5.28 -3.72 2.46  0.210
H: 6.56 -5.04 1.96  0.352
H: 5.60 -2.75 -1.36  0.327
H: 3.45 -2.74 0.80  0.179
H: 4.86 -1.38 0.73  0.341
H: 3.02 -0.49 -0.75  0.203
H: 4.33 -1.10 -2.01  0.346
H: 2.74 -3.40 -2.25  0.366
H: 1.65 -2.66 -0.91  -0.555
H: 2.02 -0.36 -2.85  0.486
H: 1.82 -1.95 -4.01  0.471
H: -2.35 0.51 -6.60  0.307
H: -1.73 2.00 -5.52  0.214
H: -3.51 1.41 -5.35  0.338
H: -1.02 0.30 -1.65  0.382
H: 0.62 -0.31 -0.96  0.147
H: -2.90 -1.29 0.50  0.452
H: -1.19 -2.18 1.73  0.535
H: 0.50 -2.29 0.91  0.204
H: 0.97 -0.09 1.98  0.315
H: -0.40 0.76 0.99  0.219
H: -2.09 -0.39 3.01  0.341
H: 0.50 -1.70 3.63  0.223
H: -0.93 -1.56 4.87  0.298
H: 0.56 -0.29 4.92  0.364
H: -0.38 1.72 4.58  0.445
H: -0.35 2.26 2.73  0.123
H: -2.87 1.94 4.72  0.299
H: -3.21 1.48 2.91  0.152
H: -2.98 4.50 3.98  0.189
H: -4.20 5.19 0.52  0.262
H: -3.39 3.84 -0.53  0.316
H: -4.65 3.39 0.88  0.190
H: -0.59 5.22 2.14  0.290
H: -0.40 3.78 0.90  0.149
H: -1.20 5.45 0.32  0.351
H: -2.80 -2.70 -1.16  0.259
H: -1.80 -3.58 0.18  0.270
H: 0.16 -4.11 -1.54  -0.303
H: -2.64 -4.52 -3.08  0.301
H: -2.33 -5.31 -1.37  0.342
H: -1.53 -6.46 -4.11  0.345
H: 0.03 -5.53 -3.62  0.213
H: -0.25 -3.20 -3.88  0.492
O: -4.32 6.43 3.53  -0.567
C: -5.50 6.15 3.73  0.913
O: -5.84 4.91 4.14  -0.370
C: -7.16 4.52 4.57  -0.420
C: -8.02 4.14 3.38  -0.962
C: -6.58 7.13 3.42  -1.174
H: -7.61 5.30 5.19  0.375
H: -7.03 3.65 5.22  0.332
H: -8.16 4.98 2.70  0.266
H: -9.00 3.79 3.72  0.381
H: -7.54 3.34 2.81  0.269
H: -6.81 7.09 2.35  0.257
H: -6.23 8.13 3.67  0.325
H: -7.49 6.98 3.99  0.363
O: -1.87 2.12 -8.46  -0.543
C: -1.50 3.29 -8.41  0.815
O: -1.92 4.10 -7.42  -0.358
C: -1.41 5.42 -7.17  -0.412
C: -2.12 6.45 -8.03  -0.995
C: -0.65 3.86 -9.51  -1.098
H: -0.32 5.45 -7.29  0.363
H: -1.61 5.64 -6.11  0.338
H: -1.96 6.26 -9.09  0.274
H: -1.77 7.46 -7.79  0.362
H: -3.20 6.40 -7.86  0.306
H: -1.29 4.16 -10.34  0.285
H: 0.04 3.09 -9.85  0.303
H: -0.04 4.71 -9.20  0.365
O: 6.82 -1.64 4.11  -0.579
C: 7.44 -2.03 5.10  0.843
O: 6.97 -3.07 5.84  -0.343
C: 7.70 -3.72 6.89  -0.399
C: 7.53 -2.97 8.20  -0.958
C: 8.67 -1.32 5.56  -1.095
H: 8.75 -3.85 6.62  0.351
H: 7.27 -4.72 7.00  0.309
H: 7.93 -1.96 8.15  0.273
H: 8.04 -3.50 9.02  0.353
H: 6.47 -2.88 8.46  0.302
H: 8.39 -0.45 6.16  0.275
H: 9.23 -0.98 4.68  0.297
H: 9.36 -1.94 6.12  0.383